18
Properties=species:S:1:pos:R:3:forces:R:3 method="wB97M-V/def2-TZVPD" total_charge=+1 spin_multiplicity=2 gap_ev="10.68 / 4.33"
C -0.374 -1.564 -0.324 0.7 -0.9 0.1
O -0.496 -2.069 0.949 -0.4 0.3 -0.5
C 1.024 -1.456 -0.839 -0.2 0.9 0.2
H -1.110 -2.096 -0.968 -0.3 0.1 0.1
H -0.962 -0.588 -0.201 0.0 0.2 -0.4
H 0.385 -2.066 1.368 0.4 -0.2 0.3
H 1.084 -0.762 -1.678 -0.2 -0.1 0.0
H 1.603 -0.930 -0.071 0.3 -0.3 0.0
H 1.464 -2.413 -1.113 -0.1 -0.2 0.2
H 0.558 1.359 -2.618 -0.3 0.5 0.1
H 0.517 1.764 -1.081 -0.1 0.2 -1.0
O 1.045 1.349 -1.793 0.4 -0.4 0.6
H -0.436 1.320 3.264 0.1 0.4 -0.4
H -0.536 0.196 2.294 -0.1 -0.3 0.0
O -0.311 1.126 2.319 0.0 -0.4 0.5
H -1.764 2.760 -0.027 0.0 0.0 0.1
H -0.775 1.747 0.641 -0.2 0.6 0.5
O -0.915 2.323 -0.122 0.1 -0.5 -0.3



19
Properties=species:S:1:pos:R:3:forces:R:3 method="wB97M-V/def2-TZVPD" gap_ev=11.00
O -0.629 0.726 0.150 0.1 0.1 -0.1
C -1.482 1.735 0.686 0.2 0.7 0.1
C -2.531 1.111 1.557 -0.2 -0.1 0.1
O -2.031 0.669 2.812 0.0 0.1 -0.1
H -0.365 0.988 -0.737 -0.1 -0.1 -0.1
H -0.913 2.453 1.294 0.1 -0.2 0.0
H -1.954 2.340 -0.098 0.0 -0.4 -0.1
H -3.018 0.291 1.017 0.0 0.0 0.0
H -3.284 1.873 1.763 0.0 -0.1 0.2
H -1.339 0.020 2.652 0.0 0.0 0.0
O 1.420 -1.230 -0.460 0.3 0.0 0.1
H 1.005 -1.974 -0.011 0.0 0.0 0.1
H 1.135 -0.456 0.044 -0.2 0.0 0.0
O 0.207 -1.055 -3.072 0.0 0.0 -0.1
H -0.201 -1.804 -3.513 0.0 0.0 0.0
H 0.715 -1.424 -2.337 0.0 0.2 0.1
O 4.587 -1.693 -0.355 0.0 0.1 0.1
H 4.941 -1.315 -1.164 0.0 0.0 0.0
H 3.737 -1.254 -0.228 -0.1 -0.1 -0.1



19
Properties=species:S:1:pos:R:3:forces:R:3 method="wB97M-V/def2-TZVPD" gap_ev=9.49
C -0.713 -2.968 -0.307 0.3 2.1 1.2
C -0.445 -1.746 -0.794 -0.8 -0.7 -2.8
O 0.681 -0.969 -0.710 -0.7 -0.5 1.7
H -1.619 -3.450 -0.624 -0.2 -0.1 0.1
H -0.297 -3.143 0.678 0.5 -1.0 -0.2
H -1.102 -1.330 -1.569 0.3 -0.3 0.1
H 0.975 -1.101 0.211 0.7 0.4 -0.2
O 1.437 0.040 1.851 -0.1 0.7 0.2
H 1.093 0.874 1.475 -0.2 -0.3 -0.2
H 1.641 0.346 2.745 0.1 -0.5 0.0
O 0.345 2.366 0.701 -0.1 0.7 -0.7
H -0.367 3.011 0.640 -0.3 -0.1 0.6
H 0.727 2.481 -0.196 0.1 -0.7 0.2
O 1.611 1.625 -1.611 -0.5 0.3 -0.6
H 2.338 1.550 -0.997 0.4 -0.5 0.1
H 1.226 0.739 -1.745 0.4 0.3 0.5
O -2.538 0.427 -0.271 -0.3 0.0 -0.3
H -3.257 0.766 0.273 0.2 0.0 0.1
H -1.737 0.482 0.252 0.2 0.1 0.3



19
Properties=species:S:1:pos:R:3:forces:R:3 method="wB97M-V/def2-TZVPD" gap_ev=10.20
C 1.021 0.548 -1.357 0.6 -0.3 0.1
C 1.914 0.943 -0.454 -0.8 1.3 0.4
O 1.890 0.645 0.899 0.2 -0.5 -0.4
H 0.941 1.146 -2.251 0.4 -0.4 -0.4
H 0.439 -0.354 -1.261 -0.7 0.3 0.3
H 2.609 1.739 -0.699 0.0 0.2 0.0
H 1.626 1.477 1.321 0.1 -0.2 0.2
O 0.780 -2.098 0.322 0.6 -0.4 -0.1
H 1.132 -2.899 0.731 -0.4 -0.1 0.2
H 1.587 -1.758 -0.089 -0.3 0.3 0.0
O -2.273 -1.984 -2.476 -0.3 0.5 -0.2
H -3.019 -1.473 -2.136 0.0 -0.3 0.3
H -2.027 -1.434 -3.230 0.3 -0.3 -0.1
O -1.955 -0.585 1.052 0.4 -0.5 -0.3
H -1.017 -0.655 0.819 0.2 0.4 0.2
H -2.198 -1.492 0.823 -0.4 0.1 0.1
O -0.427 3.075 1.791 0.1 -0.3 -0.1
H -0.878 2.796 2.595 0.0 0.0 0.0
H -0.790 2.487 1.115 0.0 0.1 0.0



20
Properties=species:S:1:pos:R:3:forces:R:3 method="wB97M-V/def2-TZVPD" gap_ev=11.18
C -0.945 2.001 -0.274 -0.2 -0.1 -0.2
C -0.393 0.718 -0.918 -2.0 -0.3 -1.1
O -0.132 -0.299 -0.329 1.0 0.2 0.8
O -0.553 0.705 -2.264 0.4 1.7 0.4
H -1.790 2.371 -0.882 0.4 -0.4 0.2
H -0.223 2.825 -0.284 0.1 -0.3 0.1
H -1.315 1.803 0.754 0.5 0.0 -0.7
H -0.059 0.042 -2.778 -0.2 -0.7 0.4
O 1.843 0.594 2.256 -0.1 0.0 -1.8
H 2.251 -0.274 2.136 -0.1 0.2 0.2
H 1.382 0.734 1.386 0.5 -0.2 1.3
O 0.367 -1.803 -3.533 0.3 0.8 -0.7
H 0.854 -1.803 -2.706 -0.3 -0.6 0.2
H -0.432 -2.330 -3.420 0.2 0.0 0.6
O -0.966 -2.793 -1.297 -0.3 -0.6 0.8
H -0.969 -2.144 -0.579 0.2 0.4 -0.4
H -1.184 -3.600 -0.808 0.0 0.0 -0.4
O 0.361 0.876 4.464 1.6 1.0 0.3
H 1.115 1.065 3.857 -1.1 -0.8 -0.5
H 0.787 1.313 5.221 -0.9 -0.3 0.4



19
Properties=species:S:1:pos:R:3:forces:R:3 method="wB97M-V/def2-TZVPD" total_charge=+1 gap_ev=10.38
N -1.204 0.121 -0.188 0.3 -0.6 -0.1
C -0.504 -0.248 -1.457 0.2 0.6 -0.4
C 0.928 -0.706 -1.179 0.1 -0.2 -0.6
N 1.059 -2.114 -1.545 0.3 0.0 0.1
H -0.756 0.858 0.375 -0.3 0.2 -0.4
H -2.188 0.325 -0.382 0.1 0.1 0.5
H -1.125 -0.668 0.460 -0.5 0.0 0.0
H -1.085 -1.031 -1.945 0.1 -0.1 0.3
H -0.535 0.605 -2.138 0.0 0.1 0.3
H 1.598 -0.068 -1.751 0.2 0.2 -0.1
H 1.205 -0.555 -0.137 -0.1 -0.1 0.2
H 1.267 -2.171 -2.537 -0.2 -0.1 0.0
H 1.862 -2.538 -1.092 -0.1 0.0 0.1
H -1.566 1.133 2.804 0.1 0.0 -0.1
H -1.156 -0.242 3.270 0.0 -0.1 -0.1
O -1.341 0.256 2.465 -0.2 0.1 0.3
H 1.303 3.086 1.872 -0.1 0.0 0.2
H 1.285 1.767 1.146 0.1 0.1 0.6
O 0.953 2.189 1.959 0.1 -0.1 -0.9



20
Properties=species:S:1:pos:R:3:forces:R:3 method="wB97M-V/def2-TZVPD" total_charge=+1 gap_ev=9.66
C 0.004 -0.688 -1.288 -0.4 0.9 0.3
C 0.190 0.635 -1.550 0.0 -2.1 -0.7
N -0.352 1.239 -2.623 -0.2 0.9 -0.1
N 0.501 -1.269 -0.033 -0.7 0.2 -0.1
H -0.834 -1.245 -1.684 0.3 -0.1 -0.4
H 0.877 1.237 -0.983 0.3 0.1 0.3
H 0.078 2.099 -2.906 -0.3 0.2 -0.1
H -1.081 0.877 -3.228 0.5 -0.2 0.4
H -0.319 -1.496 0.570 0.9 0.5 0.5
H 1.155 -0.611 0.404 -0.3 -0.1 0.4
H 0.978 -2.166 -0.129 0.2 0.1 -0.4
H 2.501 1.522 2.268 -0.5 -0.5 0.0
H 2.917 2.408 1.207 -0.2 0.0 -0.7
O 2.340 1.639 1.320 0.5 0.3 0.6
H -1.903 0.872 -0.196 0.5 0.1 0.5
H -2.938 1.071 0.812 0.1 0.1 0.7
O -1.981 0.923 0.776 -0.6 -0.2 -1.2
H -1.497 -2.785 2.099 -0.1 0.1 0.2
H -0.116 -3.088 2.648 -0.1 0.3 0.0
O -0.629 -2.381 2.226 -0.1 -0.6 -0.1



20
Properties=species:S:1:pos:R:3:forces:R:3 method="wB97M-V/def2-TZVPD" total_charge=+1 gap_ev=9.36
C -0.596 0.223 -0.282 -0.2 -0.3 -0.2
C -1.137 -0.935 -0.669 0.2 0.4 -0.2
N -1.959 -1.060 -1.747 -0.3 -0.4 -0.3
N 0.375 0.240 0.823 -1.2 -1.1 -0.1
H -0.825 1.161 -0.741 0.2 0.1 0.0
H -0.965 -1.846 -0.107 0.1 -0.1 -0.1
H -2.104 -1.973 -2.139 0.0 -0.1 0.3
H -2.022 -0.349 -2.458 0.2 0.3 0.3
H 1.317 0.540 0.563 -0.1 0.2 0.0
H 0.436 -0.743 1.099 0.5 0.1 0.2
H -0.049 0.679 1.639 0.5 0.3 0.1
H -1.319 0.605 3.481 0.0 0.0 -0.1
H -1.600 -0.831 3.735 0.0 -0.3 -0.2
O -1.224 -0.259 3.055 -0.1 0.4 0.5
H 2.892 -0.863 -1.102 0.2 -0.2 0.1
H 3.525 -1.622 0.101 0.0 0.1 -0.2
O 2.818 -1.020 -0.153 -0.4 0.2 0.1
H 0.824 2.627 -2.473 -0.1 -0.1 -0.2
H 0.989 3.077 -1.054 0.0 0.1 0.1
O 0.626 2.350 -1.571 0.5 0.5 -0.1



19
Properties=species:S:1:pos:R:3:forces:R:3 method="wB97M-V/def2-TZVPD" total_charge=-1 spin_multiplicity=2 gap_ev="2.66 / 9.61"
C 0.246 0.743 1.491 0.2 -0.3 -0.2
N 0.309 -0.690 1.753 -0.7 0.4 0.3
C 1.656 -1.139 1.809 1.4 -0.6 -0.5
H 0.828 1.322 2.215 0.0 0.2 0.0
H -0.784 1.089 1.484 -0.2 0.0 0.0
H 0.670 0.897 0.494 0.0 0.2 0.1
H -0.149 -0.887 2.640 -0.1 -0.1 -0.2
H 2.270 -0.722 2.616 -0.1 0.1 0.2
H 1.747 -2.230 1.846 -0.3 0.1 0.1
H 2.167 -0.848 0.885 -0.1 0.0 0.0
H -0.278 -0.814 -2.992 -0.1 -0.2 0.0
H -1.179 -0.493 -1.773 0.0 -0.4 0.1
O -0.371 -0.228 -2.237 0.2 0.6 0.0
H -1.777 -2.403 0.421 -0.5 -0.1 -0.3
H -0.833 -1.294 0.285 -0.3 0.1 -0.1
O -1.682 -1.601 -0.120 0.6 -0.1 0.5
H 0.659 2.777 -2.772 -0.1 0.2 -0.1
H 0.046 2.029 -1.660 -0.4 0.0 0.0
O 0.025 2.912 -2.059 0.4 -0.2 0.0



19
Properties=species:S:1:pos:R:3:forces:R:3 method="wB97M-V/def2-TZVPD" gap_ev=10.15
C 1.248 2.809 0.431 -0.3 -0.1 0.6
N 1.792 1.780 -0.449 0.1 0.2 -0.3
C 1.146 1.615 -1.757 0.4 -0.8 0.0
H 2.029 3.420 0.874 0.2 0.1 -0.1
H 0.736 2.350 1.282 -0.1 -0.1 0.0
H 0.518 3.471 -0.040 0.2 0.0 -0.2
H 2.790 1.912 -0.554 -0.2 -0.1 0.0
H 0.996 0.542 -1.950 -0.3 0.2 0.1
H 0.177 2.110 -1.754 0.1 0.0 -0.2
H 1.767 1.913 -2.607 -0.1 0.6 0.2
O -0.429 -2.876 1.098 -0.2 -0.1 -0.1
H -0.612 -2.768 2.038 0.1 0.1 -0.2
H 0.118 -2.118 0.831 0.0 0.0 0.4
O 1.554 -0.891 0.497 -0.1 -0.3 -0.5
H 1.847 -1.354 -0.309 -0.1 0.4 0.5
H 1.451 0.058 0.251 0.4 -0.2 -0.1
O -4.756 -1.814 0.175 0.1 -0.1 -0.6
H -5.214 -1.628 -0.653 -0.2 0.2 0.2
H -4.039 -2.376 -0.144 0.2 0.0 0.4



19
Properties=species:S:1:pos:R:3:forces:R:3 method="wB97M-V/def2-TZVPD" gap_ev=10.83
C 2.421 2.275 0.303 -0.7 0.8 -0.2
C 1.866 0.934 -0.077 -0.6 -1.0 0.3
N 0.990 0.318 0.983 0.4 0.3 -1.4
H 3.057 2.298 1.180 0.4 -0.3 0.0
H 2.894 2.733 -0.567 0.4 -0.1 0.2
H 1.606 2.969 0.533 -0.2 -0.1 0.1
H 1.228 1.032 -0.958 0.1 0.2 -0.1
H 2.636 0.206 -0.350 0.3 0.3 0.0
H 1.076 -0.687 0.861 -0.2 0.0 0.4
H 1.333 0.587 1.885 0.1 -0.1 0.5
O -0.553 -3.320 0.031 0.5 -0.2 -0.3
H -1.037 -2.615 -0.411 -0.4 0.2 0.2
H -0.792 -3.270 0.954 -0.2 0.1 0.2
O -1.506 1.283 -0.149 0.5 -0.2 -0.1
H -0.696 0.796 0.128 -0.2 0.2 0.4
H -1.301 2.187 0.110 -0.2 0.0 -0.1
O -2.658 -1.158 -0.965 0.7 0.1 -0.5
H -2.379 -1.400 -1.858 -0.3 -0.2 0.0
H -2.260 -0.271 -0.892 -0.4 0.1 0.4



19
Properties=species:S:1:pos:R:3:forces:R:3 method="wB97M-V/def2-TZVPD" gap_ev=10.76
C 2.713 -0.753 1.169 0.2 -1.0 0.6
C 1.754 -2.024 1.161 2.6 0.5 -1.0
N 0.444 -1.546 0.847 -1.1 -0.5 -0.4
H 2.745 -0.386 0.102 0.2 -0.1 1.4
H 2.321 0.017 1.878 0.1 -0.4 -0.8
H 3.747 -0.999 1.593 -1.3 0.2 -1.0
H 2.181 -2.703 0.395 -0.6 0.4 0.1
H 1.800 -2.610 2.065 0.1 0.0 0.7
H -0.239 -2.319 0.726 0.6 0.9 0.3
H 0.211 -0.995 1.659 -0.8 0.1 0.1
O -2.481 4.182 -1.275 -4.0 -0.2 2.7
H -2.857 3.307 -1.012 0.8 1.1 -0.5
H -1.745 4.098 -1.784 3.1 -0.8 -2.2
O -0.715 0.371 -1.089 -0.2 -1.0 1.4
H -0.156 -0.156 -0.439 -0.4 0.6 -1.1
H -0.189 0.841 -1.707 1.2 0.3 -0.5
O -3.382 0.593 -1.061 -0.3 -0.8 -2.0
H -3.428 -0.119 -1.774 0.1 1.3 1.5
H -2.726 1.201 -1.454 -0.2 -0.7 0.5



We obtain energy above the lowest of the compared OMol25 structures with the same formula, charge and spin values of 0.6300 0.4109 0.8936 1.3929 0.8106 0.9663 1.4156 1.1942 0.3938 1.1806 0.5807 1.4617 eV for the records listed above, in that order.